No. 1
This record from the OMol25 dataset describes a cluster of 3 separate species, C3H10NO2 in total in a non-equilibrium geometry. The level of theory is wB97M-V/def2-TZVPD.

For the HOMO energy, the calculation gives -14.5 eV. The value obtained for the LUMO energy is -4.802 eV. As for the frontier orbital gap: 9.73 eV. As for the energy relative to the best compared isomer or geometry (same formula, charge and spin): 256.8 kJ/mol.

The geometry in ORCA input format:
```
! wB97M-V def2-TZVPD RIJCOSX def2/J DEFGRID3
* xyz 1 1
O -1.025 4.544 -0.855
O 0.591 -4.905 0.755
N -0.163 -0.486 -0.231
C 0.435 1.750 -0.379
C -0.072 0.829 0.407
C 0.262 -1.557 0.289
H 0.404 -2.575 -0.221
H -1.393 4.990 -0.079
H 0.649 1.764 -1.460
H 0.542 -1.706 1.327
H -0.391 -0.397 -1.236
H 0.552 -5.671 0.167
H 0.682 2.811 -0.173
H -0.229 0.850 1.458
H -0.732 5.337 -1.328
H 0.972 -5.332 1.533
*
```

=====

No. 2
This record from the OMol25 dataset describes a cluster of 2 separate species, C3H10NO2 in total in a non-equilibrium geometry. The level of theory is wB97M-V/def2-TZVPD.

For the HOMO energy (alpha / beta), the calculation gives -10.7 / -14.7 eV. The value obtained for the LUMO energy (alpha / beta) is -2.908 / -8.760 eV. As for the frontier orbital gap (alpha / beta): 7.77 / 5.92 eV. As for the energy relative to the best compared isomer or geometry (same formula, charge and spin): 132.5 kJ/mol.

The geometry in ORCA input format:
```
! wB97M-V def2-TZVPD RIJCOSX def2/J DEFGRID3
* xyz 1 3
O 0.420 -1.199 1.190
O -1.120 0.717 1.322
N 1.161 -1.578 -0.993
C -1.287 2.034 1.803
C 1.079 -1.001 -2.386
C 0.698 -0.859 -0.028
H 0.822 0.048 -2.298
H -1.672 2.676 1.038
H -2.078 0.438 1.080
H 0.392 -1.658 -2.870
H 2.013 -1.022 -2.916
H -0.012 -0.492 1.884
H 0.382 0.019 -0.546
H -0.224 2.429 2.090
H 1.448 -2.523 -1.079
H -2.021 1.971 2.709
*
```

=====

No. 3
This record from the OMol25 dataset describes a cluster of 2 separate species, C3H10NO2 in total in a non-equilibrium geometry. The level of theory is wB97M-V/def2-TZVPD.

For the HOMO energy (alpha / beta), the calculation gives -20.8 / -20.8 eV. The value obtained for the LUMO energy (alpha / beta) is -10.681 / -14.480 eV. As for the frontier orbital gap (alpha / beta): 10.07 / 6.27 eV. As for the energy relative to the best compared isomer or geometry (same formula, charge and spin): 112.2 kJ/mol.

The geometry in ORCA input format:
```
! wB97M-V def2-TZVPD RIJCOSX def2/J DEFGRID3
* xyz 2 2
O -0.108 -2.822 1.117
O 1.789 0.323 1.179
N -0.600 0.505 -0.153
C -0.324 1.287 -1.430
C -0.506 -1.722 0.982
C -0.535 -0.948 -0.349
H 2.732 0.112 1.104
H -1.512 0.812 0.203
H -1.432 -1.292 -0.881
H 1.738 0.856 2.003
H -0.972 2.155 -1.496
H 0.314 -1.217 -0.975
H -0.904 -1.143 1.853
H -0.447 0.615 -2.285
H 0.056 0.855 0.575
H 0.711 1.624 -1.447
*
```

=====

No. 4
This record from the OMol25 dataset describes the molecule C3H10NO2PS in a non-equilibrium geometry. The level of theory is wB97M-V/def2-TZVPD.

For the HOMO energy, the calculation gives -9.6 eV. The value obtained for the LUMO energy is 0.736 eV. As for the frontier orbital gap: 10.34 eV. As for the energy relative to the best compared isomer or geometry (same formula, charge and spin): 309.3 kJ/mol.

The geometry in ORCA input format:
```
! wB97M-V def2-TZVPD RIJCOSX def2/J DEFGRID3
* xyz 0 1
S 1.743 -0.093 -0.488
P -0.861 0.385 0.724
O 2.389 -0.342 -1.745
O 1.467 1.270 -0.131
N 0.262 -0.853 -0.531
C -1.480 1.698 -0.407
C 2.780 -0.802 0.840
C -2.433 -0.770 0.470
H -2.589 -1.682 1.087
H -2.239 1.375 -1.079
H -3.190 -0.101 0.559
H -0.615 2.187 -0.853
H 2.417 -1.818 1.178
H 3.901 -0.837 0.603
H -1.889 2.600 0.261
H 2.640 -0.124 1.629
H -0.011 -0.971 -1.493
H -2.294 -1.123 -0.624
*
```

=====

no.,electronic energy (hartree)
1,-325.2197
2,-325.0325
3,-324.7374
4,-1065.0113